Below is 2 unconnected molecules or ions with the total composition C2N4O3S at a distorted geometry, with properties calculated with ωB97M-V with the def2-TZVPD basis set.

The calculation puts the HOMO energy (spin up / spin down) at 1.23 / -0.99 eV. As for the multiplicity: 3. The charge is -2. Its energy above the lowest of the compared OMol25 structures with the same formula, charge and spin is 59.16 kcal per mole. The HOMO-LUMO gap (spin up / spin down) is 4.8 / 6.9 eV. The calculation puts the total energy at -918.9323 Eh.

```
10
C2N4O3S, DFT ωB97M-V with the def2-TZVPD basis set
C 0.57 0.72 -0.36
C 0.58 -0.10 0.83
N 1.84 0.60 -0.91
N -0.32 0.54 -1.28
N 1.62 0.19 -2.10
N 0.30 0.22 -2.33
O 1.24 0.12 1.65
O -1.47 0.14 2.17
O -2.73 -1.04 0.62
S -1.63 -1.39 1.70
```

For reference, the Löwdin charges in units of e are: -0.4601, -0.4043, -0.0419, -0.0345, -0.1699, -0.1637, 0.1059, -0.6898, -0.7166, 0.5749